{
  "formula": "C46H83BrN2O19S2",
  "method": "ωB97M-V/def2-TZVPD",
  "smiles": "CCOCCCCCc1c(C[SH](=O)=O)cc(Br)c2nsnc12.CCOC(C)=O.CCOC(C)=O.CCOC(C)=O.CCOC(C)=O.CCOC(C)=O.CCOC(C)=O.CCOC(C)=O.CCOC(C)=O",
  "total_energy_ev": -182628.2793,
  "lumo_energy_ev": -1.86,
  "e_homo_ev": -8.56,
  "species": ["C", "C", "O", "C", "C", "C", "C", "C", "C", "C", "C", "S", "O", "O", "C", "C", "Br", "C", "N", "S", "N", "C", "H", "H", "H", "H", "H", "H", "H", "H", "H", "H", "H", "H", "H", "H", "H", "H", "H", "H", "H", "C", "C", "O", "C", "C", "O", "H", "H", "H", "H", "H", "H", "H", "H", "C", "C", "O", "C", "C", "O", "H", "H", "H", "H", "H", "H", "H", "H", "C", "C", "O", "C", "C", "O", "H", "H", "H", "H", "H", "H", "H", "H", "C", "C", "O", "C", "C", "O", "H", "H", "H", "H", "H", "H", "H", "H", "C", "C", "O", "C", "C", "O", "H", "H", "H", "H", "H", "H", "H", "H", "C", "C", "O", "C", "C", "O", "H", "H", "H", "H", "H", "H", "H", "H", "C", "C", "O", "C", "C", "O", "H", "H", "H", "H", "H", "H", "H", "H", "C", "C", "O", "C", "C", "O", "H", "H", "H", "H", "H", "H", "H", "H"],
  "coordinates": [[-4.1253, -0.8792, 2.0426], [-3.2409, -0.7691, 0.6617], [-2.4489, 0.4634, 0.5308], [-3.1517, 1.4992, -0.2439], [-3.7169, 2.6263, 0.8458], [-4.2858, 3.9176, -0.0148], [-5.9183, 4.0518, -0.0416], [-6.7320, 2.6649, -0.3484], [-8.1096, 2.6705, 0.5999], [-9.6341, 2.4575, 0.0053], [-9.8532, 2.2242, -1.6366], [-9.8857, 0.3227, -1.8304], [-9.4809, -0.1481, -3.2511], [-11.2588, -0.2498, -1.3399], [-11.0088, 2.4101, 0.9124], [-10.8756, 2.5825, 2.5463], [-12.5393, 2.4690, 3.6629], [-9.3701, 2.8102, 3.1636], [-8.9537, 2.9744, 4.6203], [-7.2072, 3.1512, 4.8412], [-6.7955, 3.0525, 3.1443], [-8.0032, 2.8558, 2.2556], [-4.2605, 0.1347, 2.6113], [-3.6052, -1.6336, 2.7744], [-5.1980, -1.2814, 1.7816], [-3.9585, -0.9623, -0.2545], [-2.4786, -1.6780, 0.6670], [-4.0015, 1.1037, -0.9462], [-2.3870, 2.0815, -0.9470], [-4.6159, 2.1538, 1.4271], [-2.9111, 2.9608, 1.6246], [-3.8847, 4.8792, 0.5693], [-3.8419, 3.9620, -1.1119], [-6.2492, 4.6008, 0.9617], [-6.2187, 4.8148, -0.9093], [-6.9650, 2.6318, -1.4951], [-6.1707, 1.6776, -0.0699], [-9.0013, 2.7270, -2.2656], [-10.8862, 2.6968, -1.9270], [-8.9285, -0.1378, -0.8696], [-12.0448, 2.2539, 0.3704], [-11.4807, -3.2529, -0.6875], [-10.0528, -3.4549, -0.2211], [-10.0158, -3.8525, 1.1619], [-10.1261, -5.1255, 1.5968], [-10.6123, -6.1779, 0.6411], [-9.9096, -5.4055, 2.7747], [-12.0581, -4.1797, -0.6296], [-11.5029, -2.8956, -1.7211], [-11.9914, -2.5223, -0.0512], [-9.4991, -4.1593, -0.8492], [-9.5178, -2.5018, -0.2828], [-11.6982, -6.2702, 0.7277], [-10.1473, -7.1319, 0.9100], [-10.3377, -5.9895, -0.3954], [-5.1807, -1.4638, -4.5711], [-3.7528, -1.6658, -4.1047], [-3.7158, -2.0634, -2.7217], [-3.8261, -3.3364, -2.2868], [-4.3123, -4.3888, -3.2426], [-3.6096, -3.6164, -1.1090], [-5.7581, -2.3906, -4.5133], [-5.2029, -1.1065, -5.6048], [-5.6914, -0.7332, -3.9348], [-3.1991, -2.3702, -4.7328], [-3.2178, -0.7128, -4.1665], [-5.3982, -4.4811, -3.1560], [-3.8473, -5.3429, -2.9736], [-4.0377, -4.2004, -4.2791], [0.8325, 1.8313, 5.7112], [-0.5643, 2.0066, 5.1494], [-0.5993, 3.0742, 4.1845], [-0.3065, 2.9333, 2.8744], [0.3841, 1.6797, 2.4172], [-0.5281, 3.8472, 2.0818], [1.5474, 1.5511, 4.9327], [0.8436, 1.0584, 6.4852], [1.1907, 2.7704, 6.1460], [-0.9695, 1.0812, 4.7290], [-1.2414, 2.2990, 5.9582], [1.4658, 1.8375, 2.4321], [0.0659, 1.4627, 1.3922], [0.1297, 0.7995, 3.0053], [3.9702, -2.6337, 6.0047], [2.5845, -2.1105, 5.6829], [2.6591, -0.9297, 4.8632], [2.7512, -0.9359, 3.5165], [3.0968, -2.2215, 2.8200], [2.6334, 0.1076, 2.8764], [4.5073, -2.9335, 5.1007], [3.9118, -3.4966, 6.6744], [4.5712, -1.8546, 6.4855], [1.9426, -2.8691, 5.2248], [2.0904, -1.8104, 6.6125], [4.1807, -2.2816, 2.6902], [2.6158, -2.2232, 1.8365], [2.7352, -3.1100, 3.3348], [6.2789, 0.6109, -1.7901], [5.9329, 0.4162, -0.3273], [5.2747, -0.8469, -0.1191], [5.9122, -2.0195, 0.0824], [7.3825, -2.1052, -0.2153], [5.2867, -3.0208, 0.4267], [6.9799, -0.1506, -2.1428], [6.7267, 1.5954, -1.9537], [5.3806, 0.5250, -2.4105], [6.8015, 0.5217, 0.3297], [5.2208, 1.1895, -0.0219], [7.5230, -2.4404, -1.2464], [7.8320, -2.8356, 0.4653], [7.9179, -1.1713, -0.0528], [13.7606, -1.0384, 0.2116], [13.0233, -0.1129, -0.7357], [11.7041, -0.6138, -1.0197], [10.6141, -0.3771, -0.2595], [10.8021, 0.1841, 1.1215], [9.4933, -0.6893, -0.6581], [13.2557, -1.1098, 1.1789], [14.7821, -0.6853, 0.3800], [13.8016, -2.0528, -0.1991], [12.9842, 0.9187, -0.3730], [13.5547, -0.0825, -1.6923], [10.8716, -0.6380, 1.8388], [9.9322, 0.8025, 1.3658], [11.6708, 0.8334, 1.2164], [6.7878, 7.0409, -2.4630], [6.1806, 5.6731, -2.2228], [7.2071, 4.6808, -2.0392], [7.8023, 4.4025, -0.8601], [7.6256, 5.3599, 0.2843], [8.5408, 3.4256, -0.7469], [7.3752, 7.3771, -1.6042], [6.0069, 7.7815, -2.6590], [7.4690, 7.0121, -3.3199], [5.4716, 5.6663, -1.3894], [5.6149, 5.3717, -3.1101], [8.4425, 6.0864, 0.2765], [7.6577, 4.7919, 1.2197], [6.6683, 5.8784, 0.2784], [6.7489, -3.6063, -4.0050], [5.4372, -2.8737, -3.8051], [5.3883, -1.6800, -4.6079], [4.9850, -1.6379, -5.8953], [4.8562, -2.9269, -6.6565], [4.8034, -0.5602, -6.4594], [6.8706, -3.9392, -5.0394], [6.8066, -4.4813, -3.3511], [7.5938, -2.9454, -3.7844], [4.5660, -3.5096, -3.9899], [5.3643, -2.5480, -2.7625], [5.7972, -3.1374, -7.1717], [4.0577, -2.8139, -7.3971], [4.5750, -3.7762, -6.0362]]
}



{
  "formula": "C46H85Br2N2O10S",
  "method": "ωB97M-V/def2-TZVPD",
  "charge": 1,
  "total_energy_ev": -223447.1705,
  "lumo_energy_ev": -2.61,
  "e_homo_ev": -10.21,
  "species": ["C", "C", "C", "C", "C", "C", "N", "C", "Br", "C", "C", "Br", "C", "S", "N", "C", "C", "C", "C", "O", "O", "H", "H", "H", "H", "H", "H", "H", "H", "H", "H", "H", "H", "H", "H", "H", "H", "H", "H", "H", "H", "H", "C", "C", "C", "O", "C", "H", "H", "H", "H", "H", "H", "H", "H", "C", "C", "C", "O", "C", "H", "H", "H", "H", "H", "H", "H", "H", "C", "C", "C", "O", "C", "H", "H", "H", "H", "H", "H", "H", "H", "C", "C", "C", "O", "C", "H", "H", "H", "H", "H", "H", "H", "H", "C", "C", "C", "O", "C", "H", "H", "H", "H", "H", "H", "H", "H", "C", "C", "C", "O", "C", "H", "H", "H", "H", "H", "H", "H", "H", "C", "C", "C", "O", "C", "H", "H", "H", "H", "H", "H", "H", "H", "C", "C", "C", "O", "C", "H", "H", "H", "H", "H", "H", "H", "H"],
  "coordinates": [[0.1357, -1.4601, -0.0242], [0.4468, -0.6175, -1.2668], [-0.7424, -0.5354, -2.2261], [-0.3735, 0.0237, -3.6046], [-0.4055, 1.5177, -3.6613], [-1.0055, 2.4105, -2.8401], [-0.7176, 3.6723, -3.3086], [-1.1243, 4.8995, -2.7254], [-2.8455, 5.4536, -3.2057], [-0.3427, 5.5932, -1.9010], [-0.6792, 6.9033, -1.2645], [1.3607, 4.8905, -1.4835], [0.0490, 3.5697, -4.4018], [0.6376, 4.9362, -5.2929], [0.2595, 2.2726, -4.6241], [1.0800, 1.7335, -5.7166], [2.5587, 2.1581, -5.6297], [3.5262, 1.0142, -5.9285], [3.9433, 0.9749, -7.3909], [3.6786, 1.8341, -8.1811], [4.5998, -0.1564, -7.7743], [1.0293, -1.9149, 0.3979], [-0.5690, -2.2574, -0.2723], [-0.3421, -0.8581, 0.7505], [1.3019, -1.0416, -1.8029], [0.7287, 0.3898, -0.9420], [-1.1596, -1.5366, -2.3547], [-1.5368, 0.0566, -1.7613], [0.6532, -0.2909, -3.8206], [-1.0040, -0.4006, -4.3899], [-1.6088, 2.2604, -1.9613], [-1.3002, 7.4996, -1.9302], [-1.1927, 6.7214, -0.3177], [0.2371, 7.4482, -1.0486], [0.0979, 4.5622, -6.4638], [0.9922, 0.6526, -5.6742], [0.6381, 2.0931, -6.6469], [2.7327, 2.9637, -6.3410], [2.7587, 2.5671, -4.6364], [3.1278, 0.0383, -5.6417], [4.4376, 1.1505, -5.3351], [5.2549, -0.4232, -7.1170], [0.3570, -3.1985, 5.2424], [-1.0218, -2.5603, 5.1034], [-0.9363, -1.9400, 3.7192], [-0.0606, -2.7778, 2.9535], [0.6132, -3.6919, 3.8248], [0.3968, -4.0004, 5.9788], [1.0899, -2.4393, 5.5219], [-1.7966, -3.3310, 5.1215], [-1.2419, -1.8291, 5.8784], [-0.5050, -0.9330, 3.7640], [-1.9069, -1.8906, 3.2223], [0.1960, -4.6903, 3.6654], [1.6712, -3.7198, 3.5630], [-3.6320, -3.7575, -0.0525], [-3.2573, -5.1252, 0.5166], [-2.9197, -4.7690, 1.9582], [-3.7520, -3.6550, 2.3036], [-4.3571, -3.1228, 1.1280], [-4.2517, -3.8109, -0.9475], [-2.7302, -3.1867, -0.2914], [-4.1111, -5.7983, 0.4751], [-2.4286, -5.6051, -0.0024], [-1.8723, -4.4622, 2.0588], [-3.1126, -5.5883, 2.6523], [-5.4213, -3.3836, 1.1236], [-4.2706, -2.0342, 1.1500], [2.4493, -8.6484, 2.8368], [0.9525, -8.7550, 2.5515], [0.5455, -7.2877, 2.5158], [1.6749, -6.5673, 2.0228], [2.8285, -7.4201, 2.0216], [3.0163, -9.5317, 2.5468], [2.6160, -8.4693, 3.9013], [0.7853, -9.2201, 1.5773], [0.4026, -9.3240, 3.2997], [0.3035, -6.9255, 3.5215], [-0.3107, -7.0962, 1.8659], [3.0740, -7.6927, 0.9931], [3.6719, -6.8708, 2.4419], [-4.1681, -9.8235, -2.1211], [-5.5380, -9.2041, -2.3923], [-5.7006, -8.2846, -1.1890], [-4.3834, -7.8556, -0.8329], [-3.4126, -8.6439, -1.5233], [-3.6840, -10.2249, -3.0099], [-4.2570, -10.6275, -1.3880], [-5.5120, -8.6214, -3.3155], [-6.3413, -9.9342, -2.4733], [-6.1419, -8.8166, -0.3401], [-6.3114, -7.4059, -1.4002], [-2.9501, -8.0323, -2.3065], [-2.6370, -8.9446, -0.8176], [-1.7523, 12.3350, -1.5458], [-2.2402, 11.7944, -2.8896], [-1.2537, 10.6629, -3.1429], [-0.8855, 10.1564, -1.8575], [-1.3362, 11.0580, -0.8329], [-2.5053, 12.8935, -0.9958], [-0.8880, 12.9850, -1.6877], [-3.2538, 11.3989, -2.7923], [-2.2398, 12.5356, -3.6871], [-0.3547, 11.0273, -3.6516], [-1.6788, 9.8499, -3.7361], [-2.1855, 10.6002, -0.3132], [-0.5350, 11.2143, -0.1145], [4.7493, -8.5397, -3.1357], [5.1346, -9.8875, -2.5282], [5.5037, -9.4867, -1.1057], [4.6826, -8.3617, -0.7826], [4.0507, -7.8646, -1.9621], [4.1106, -8.6211, -4.0140], [5.6462, -7.9829, -3.4152], [4.2727, -10.5578, -2.5226], [5.9504, -10.3865, -3.0482], [6.5552, -9.1893, -1.0371], [5.3209, -10.2768, -0.3768], [2.9864, -8.1245, -1.9326], [4.1386, -6.7773, -1.9760], [0.8843, 14.9136, 2.2632], [-0.3108, 14.6038, 3.1628], [-1.3444, 14.1352, 2.1475], [-0.6114, 13.5117, 1.0883], [0.7816, 13.8039, 1.2257], [1.8393, 14.9115, 2.7858], [0.7564, 15.8887, 1.7893], [-0.0630, 13.7951, 3.8534], [-0.6534, 15.4565, 3.7461], [-1.9091, 14.9792, 1.7379], [-2.0515, 13.4135, 2.5581], [1.3032, 12.9000, 1.5600], [1.1789, 14.0908, 0.2511], [2.2767, 1.4037, 7.5460], [1.0792, 1.3484, 8.4932], [-0.0211, 0.8479, 7.5666], [0.6198, 0.0109, 6.6012], [2.0371, 0.1739, 6.6802], [3.2394, 1.3777, 8.0537], [2.2350, 2.3103, 6.9383], [1.2630, 0.6245, 9.2894], [0.8376, 2.3054, 8.9525], [-0.5109, 1.6784, 7.0468], [-0.7850, 0.2669, 8.0845], [2.4731, -0.7217, 7.1363], [2.4362, 0.2749, 5.6698]]
}